This record from OMol25 describes C31H43F2N10O4Rb as an isolated structure. The level of theory is wB97M-V/def2-TZVPD.

```
91
Properties=species:S:1:pos:R:3:forces:R:3
Rb 0.0989 1.1947 -0.0825 -0.65 -0.12 0.24
N 1.5439 -0.8637 -2.7625 0.06 -0.02 -0.02
C 2.5484 0.1910 -2.5673 0.06 -0.07 0.02
C 3.8238 0.0175 -3.4073 -0.06 -0.05 0.09
C 4.5081 -1.3502 -3.2889 -0.01 0.06 0.03
C 5.1540 -1.6855 -1.9391 0.00 -0.03 0.05
N 4.2464 -1.7908 -0.7992 -0.03 0.38 -0.15
C 3.1971 -2.5745 -0.7137 0.15 -0.27 -0.27
N 3.0051 -3.5873 -1.6054 0.07 -0.16 0.09
N 2.3066 -2.4094 0.2479 -0.42 0.07 0.19
C 1.8127 1.5193 -2.9234 0.25 0.10 -0.02
O 1.4845 1.6248 -4.1217 0.03 0.01 0.05
O 1.6140 2.2995 -1.9643 0.23 0.18 -0.43
H 1.9638 -1.7799 -2.8481 0.05 -0.02 -0.05
H 1.0668 -0.6599 -3.6381 -0.05 0.06 0.05
H 2.8291 0.2381 -1.5127 -0.13 0.01 0.03
H 4.5313 0.8064 -3.1275 0.01 -0.01 0.01
H 3.5461 0.1927 -4.4502 0.00 -0.03 0.00
H 5.3112 -1.4217 -4.0306 0.00 0.05 0.01
H 3.7947 -2.1310 -3.5610 0.00 -0.05 -0.06
H 5.8574 -0.9049 -1.6536 0.05 -0.04 -0.01
H 5.7433 -2.6063 -2.0195 -0.01 -0.02 0.00
H 4.2390 -1.0176 -0.1138 0.06 -0.09 -0.02
H 3.8288 -3.9565 -2.0491 0.01 0.06 -0.06
H 2.3160 -4.2710 -1.3293 -0.11 0.08 -0.05
H 2.3970 -1.5402 0.7672 0.00 0.16 0.13
H 1.3798 -2.8025 0.1023 0.06 -0.07 0.04
F 0.1871 5.8012 4.2450 0.00 0.03 0.00
C -0.3225 4.5379 4.0958 -0.04 0.01 0.00
C 0.1262 3.7271 3.0760 -0.04 0.00 0.04
C -0.3652 2.4200 2.8966 0.48 -0.02 0.01
C -1.3320 1.9996 3.8349 -0.06 -0.08 0.00
C -1.7718 2.8589 4.8341 -0.01 0.00 -0.03
F -2.7619 2.4777 5.7102 0.00 -0.03 0.03
C -1.2898 4.1415 5.0006 0.02 -0.01 -0.02
C -1.8760 0.6164 3.7329 0.00 0.01 0.01
C -2.1168 -0.1744 4.8646 -0.02 0.01 -0.02
C -2.6128 -1.4538 4.7073 0.00 0.01 -0.02
C -2.8616 -1.9271 3.4259 0.01 -0.01 0.03
C -2.5760 -1.0863 2.3596 0.00 0.00 -0.02
N -2.0943 0.1437 2.5018 0.01 -0.02 0.00
H 0.8750 4.1441 2.4054 0.01 -0.02 0.02
H -1.6579 4.7932 5.7795 0.00 0.00 0.00
H -1.9068 0.2226 5.8478 -0.01 -0.01 0.00
H -2.8022 -2.0777 5.5741 0.00 0.00 0.00
H -3.2650 -2.9185 3.2600 0.01 0.01 -0.01
H -2.7451 -1.4028 1.3327 0.00 0.02 0.04
N 2.9028 0.1832 3.3443 0.15 0.28 -0.09
C 3.8503 -0.0608 2.3883 -0.11 0.09 -0.04
O 3.5011 -0.0793 1.1814 -0.15 -0.04 0.05
C 5.1956 -0.3331 2.7777 0.08 -0.13 0.05
C 5.6031 -0.3104 4.1290 -0.03 -0.08 -0.10
N 5.8993 -0.2984 5.2478 0.00 0.05 0.01
C 6.1096 -0.7118 1.7681 0.00 0.13 0.11
N 6.8372 -1.0116 0.9193 0.01 -0.04 0.02
H 2.1001 0.7173 3.0228 -0.10 -0.10 0.03
H 3.2291 0.4358 4.2645 0.00 -0.06 0.01
C -2.8444 -1.8334 -1.5601 -0.03 -0.03 -0.05
C -2.7606 -0.6511 -2.5324 -0.13 0.02 -0.02
C -3.8963 -0.8285 -3.5723 0.03 0.02 -0.02
C -2.7628 0.6548 -1.7580 0.18 -0.26 0.08
H -2.8859 -2.8066 -2.0732 -0.03 0.10 0.05
H -3.7625 -1.7379 -0.9660 0.02 0.01 0.01
H -1.9978 -1.8253 -0.8708 0.02 -0.02 -0.03
H -1.8184 -0.7353 -3.0993 0.04 -0.03 0.08
H -4.8658 -0.7240 -3.0723 0.01 -0.02 -0.01
H -3.8731 -1.8110 -4.0833 0.02 0.03 0.00
H -3.8310 -0.0483 -4.3331 -0.02 0.00 0.01
H -3.7143 0.7354 -1.2016 0.02 0.11 0.00
H -2.6494 1.5230 -2.4228 -0.09 -0.04 -0.04
C -0.3116 -3.7041 -3.3013 -0.11 0.07 0.01
N -1.0644 -4.5988 -2.4369 0.12 -0.10 -0.04
C -2.1913 -5.2594 -3.0636 -0.02 0.03 0.00
C -2.6958 -6.3834 -2.1858 0.01 0.03 0.02
C -3.0145 -5.8111 -0.8203 -0.03 0.05 0.00
N -1.8747 -5.0870 -0.2948 0.11 -0.12 0.06
C -1.8964 -4.8236 1.1297 -0.06 0.05 -0.04
C -0.9591 -4.4429 -1.0811 -0.08 0.22 -0.08
O -0.0554 -3.7642 -0.5865 0.17 -0.30 0.05
H 0.3031 -4.2762 -4.0024 0.00 0.00 0.01
H 0.3095 -3.0553 -2.6948 0.01 0.00 0.01
H -0.9988 -3.0660 -3.8648 -0.01 -0.01 0.01
H -1.8617 -5.6338 -4.0352 0.02 -0.03 0.00
H -2.9966 -4.5370 -3.2502 0.00 0.00 -0.04
H -1.9285 -7.1560 -2.0925 0.00 -0.01 -0.01
H -3.5877 -6.8341 -2.6228 0.00 0.00 0.00
H -3.2566 -6.6085 -0.1131 0.00 -0.01 0.01
H -3.8902 -5.1520 -0.8802 0.00 0.02 0.00
H -1.8321 -5.7601 1.6908 0.00 -0.01 0.00
H -2.8243 -4.3144 1.4029 -0.01 0.01 0.00
H -1.0639 -4.1830 1.3957 0.02 0.01 -0.01
```
Positions in Å, forces in eV/Å.

Computed properties:
**Total charge**: -2
**Kohn-Sham gap**: 3.3 eV
**Energy relative to the best compared isomer or geometry (same formula, charge and spin)**: 14.2 kcal per mole
**HOMO energy**: 0.003 Eh
**DFT total energy**: -2279.4676 Eh